Entry 1:
C2H5AlCl2O5P as an isolated structure. Source: the OMol25 dataset; level of theory: ωB97M-V/def2-TZVPD.

## Properties
LUMO energy in eV: 3.05
Total charge: -1
HOMO energy in eV: -6.5

```
16
Properties=species:S:1:pos:R:3:mulliken_charge:R:1
O 1.090 2.920 -0.220 -0.647
P 0.152 1.896 0.228 0.977
O -1.205 1.921 -0.636 -0.505
O -0.323 2.151 1.745 -0.513
C 0.626 0.117 0.181 0.430
Cl 2.075 0.014 1.382 -0.247
C -0.464 -0.871 0.722 -0.509
O -0.308 -2.101 0.116 -0.530
Al 0.350 -1.860 -1.515 0.454
Cl 1.933 -3.203 -2.078 -0.377
O 1.000 -0.236 -1.055 -0.501
H -1.619 1.058 -0.748 0.343
H -0.644 1.358 2.184 0.327
H -0.395 -0.941 1.815 0.364
H -1.467 -0.451 0.491 0.226
H -0.802 -1.771 -2.611 -0.291
```

Entry 2:
A 6-piece molecular cluster, C34H53F3N6O7 overall. Source: the OMol25 dataset; level of theory: ωB97M-V/def2-TZVPD.

## Properties
LUMO energy in eV: 0.28
Structure (SMILES): CCCCCC(=O)O[C@](COC(F)(F)F)(CC(=O)OC(C)=O)OC#N.CCCC#N.CCCC#N.CCCC#N.CCCC#N.CCCC#N
HOMO energy in eV: -10.4

```
103
Properties=species:S:1:pos:R:3:mulliken_charge:R:1
C 2.275 -2.933 -0.857 -1.075
C 1.539 -2.916 -2.292 -0.013
C 2.327 -1.914 -3.291 -0.192
C 1.398 -1.553 -4.551 -0.676
C 0.130 -0.634 -4.186 0.041
C 0.461 0.944 -4.188 0.296
O 1.505 1.272 -4.820 -0.545
O -0.354 1.953 -3.600 -0.355
C -0.031 2.234 -2.231 0.892
C 1.466 1.921 -1.780 -0.836
O 2.449 2.765 -2.454 -0.278
C 3.756 2.455 -2.053 0.887
F 4.142 1.116 -2.282 -0.208
F 4.616 3.249 -2.876 -0.259
F 4.058 2.846 -0.716 -0.269
C -1.014 1.376 -1.308 0.202
C -2.579 1.656 -1.604 0.369
O -3.001 2.607 -2.278 -0.518
O -3.475 0.654 -1.043 -0.264
C -3.942 -0.219 -2.061 0.708
C -5.328 -1.030 -1.862 -1.001
O -3.366 -0.398 -3.166 -0.506
O -0.207 3.693 -2.091 -0.379
C -0.467 4.036 -0.763 0.705
N -0.787 4.324 0.355 -0.609
H 3.396 -3.100 -0.986 0.274
H 1.844 -3.796 -0.246 0.356
H 2.064 -1.953 -0.280 0.185
H 0.430 -2.634 -2.165 0.201
H 1.646 -3.967 -2.751 0.002
H 3.337 -2.356 -3.622 0.474
H 2.567 -0.961 -2.694 -0.174
H 2.023 -1.158 -5.421 0.345
H 0.957 -2.555 -4.919 0.324
H -0.620 -0.779 -5.055 0.364
H -0.410 -0.992 -3.249 0.069
H 1.535 2.207 -0.659 0.821
H 1.744 0.798 -1.800 0.009
H -0.864 0.272 -1.619 0.044
H -0.766 1.403 -0.181 -0.567
H -5.965 -0.545 -1.032 0.284
H -5.904 -1.051 -2.860 0.317
H -5.123 -2.110 -1.512 0.269
C -2.888 1.524 3.770 -1.022
C -1.437 1.250 4.136 -0.101
C -0.473 1.473 2.968 -0.438
C -0.821 0.550 1.836 0.453
N -1.095 -0.175 0.943 -0.595
H -3.245 0.848 2.989 0.317
H -3.527 1.378 4.644 0.133
H -3.018 2.553 3.420 0.365
H -1.352 0.220 4.494 0.053
H -1.153 1.902 4.963 0.400
H 0.554 1.276 3.286 0.389
H -0.527 2.508 2.617 0.331
C 0.941 -7.469 -4.641 -1.118
C 2.411 -7.647 -5.008 -0.415
C 3.302 -6.535 -4.453 -0.406
C 2.869 -5.208 -5.007 0.221
N 2.529 -4.165 -5.443 -0.444
H 0.529 -6.548 -5.063 0.331
H 0.348 -8.299 -5.033 0.338
H 0.809 -7.439 -3.555 0.292
H 2.502 -7.686 -6.098 0.291
H 2.759 -8.610 -4.622 0.313
H 4.344 -6.714 -4.730 0.322
H 3.243 -6.503 -3.361 0.281
C 3.017 6.746 -3.704 -1.082
C 4.486 6.580 -4.075 -0.138
C 5.372 7.696 -3.515 -0.422
C 4.929 9.024 -4.059 0.229
N 4.581 10.066 -4.487 -0.454
H 2.597 7.666 -4.119 0.444
H 2.429 5.914 -4.099 0.220
H 2.887 6.768 -2.617 0.287
H 4.575 6.549 -5.166 0.277
H 4.842 5.618 -3.696 0.066
H 6.414 7.525 -3.796 0.315
H 5.315 7.719 -2.423 0.284
C -4.108 2.748 8.270 -1.169
C -4.431 1.258 8.244 -0.379
C -3.241 0.384 8.647 -0.394
C -2.101 0.603 7.696 0.267
N -1.198 0.776 6.949 -0.566
H -3.323 3.003 7.554 0.300
H -4.992 3.333 8.004 0.352
H -3.780 3.061 9.266 0.331
H -4.766 0.985 7.238 0.213
H -5.264 1.062 8.925 0.368
H -3.526 -0.672 8.625 0.271
H -2.912 0.625 9.661 0.371
C -0.838 -3.415 6.124 -0.977
C -1.736 -4.273 5.240 -0.477
C -2.506 -3.455 4.201 -0.275
C -3.392 -2.458 4.891 0.298
N -4.086 -1.673 5.433 -0.504
H -1.417 -2.698 6.712 0.200
H -0.287 -4.042 6.829 0.344
H -0.111 -2.860 5.523 0.282
H -2.439 -4.822 5.875 0.294
H -1.122 -5.017 4.724 0.324
H -3.124 -4.113 3.585 0.322
H -1.815 -2.923 3.541 0.170
```

Entry 3:
C26H33Br2MnN2O4P as an isolated structure. Source: the OMol25 dataset; level of theory: ωB97M-V/def2-TZVPD.

## Properties
⟨S²⟩: 0.76
Spin multiplicity: 2
LUMO energy (alpha / beta) in eV: -6.11 / -5.80
Total charge: +2
HOMO energy (alpha / beta) in eV: -14.2 / -14.2
Relative energy (zero: lowest compared OMol25 entry of this formula, charge and spin) in kcal/mol: 56.9

```
69
Properties=species:S:1:pos:R:3:mulliken_spin:R:1
Mn -0.585 0.283 0.205 0.997
C -1.863 -2.909 0.057 0.004
C -0.687 -2.839 -0.929 -0.001
O -0.411 -1.527 -1.415 0.003
C -1.075 -1.161 -2.617 -0.001
C -2.555 -0.848 -2.371 0.004
O -2.609 -0.060 -1.190 0.007
C -3.900 0.136 -0.638 0.000
C -3.743 1.009 0.625 0.003
O -2.597 0.676 1.415 0.011
C -2.799 -0.292 2.443 0.005
C -2.838 -1.721 1.884 -0.004
O -1.754 -1.828 0.969 -0.022
H -1.815 -3.867 0.590 0.000
H -2.828 -2.859 -0.464 0.000
H -0.874 -3.518 -1.765 0.001
H 0.230 -3.148 -0.423 0.001
H -0.966 -1.954 -3.365 -0.001
H -0.552 -0.262 -2.961 0.000
H -3.128 -1.775 -2.251 0.000
H -2.971 -0.307 -3.229 0.000
H -4.371 -0.829 -0.406 -0.001
H -4.549 0.658 -1.352 0.002
H -4.656 0.946 1.230 0.000
H -3.586 2.051 0.329 0.000
H -3.721 -0.079 2.997 0.000
H -1.935 -0.174 3.108 -0.002
H -3.793 -1.908 1.373 -0.001
H -2.740 -2.451 2.699 0.000
Br 4.113 4.973 2.453 0.000
C 2.729 3.793 1.937 -0.001
C 2.146 2.915 2.846 -0.001
C 1.114 2.109 2.404 0.002
N 0.639 2.124 1.161 -0.008
C 1.176 3.003 0.291 0.008
C 2.241 3.829 0.635 0.002
C 0.463 3.144 -0.986 -0.006
C 0.646 4.271 -1.779 -0.001
C -0.197 4.498 -2.857 0.000
Br 0.025 6.028 -3.943 0.000
C -1.230 3.595 -3.082 0.000
C -1.308 2.483 -2.266 0.006
N -0.478 2.221 -1.257 0.000
H 2.490 2.865 3.867 0.000
H 0.626 1.428 3.091 0.001
H 2.687 4.516 -0.066 0.000
H 1.409 4.996 -1.558 0.000
H -1.951 3.764 -3.863 0.000
H -2.107 1.779 -2.426 -0.001
C 0.874 -2.681 2.365 0.000
P 1.281 -1.164 1.410 0.006
C 2.623 -0.550 2.523 -0.001
C 2.375 -1.746 0.063 -0.006
C 2.931 -0.741 -0.729 0.001
C 3.928 -1.037 -1.640 0.003
C 4.342 -2.351 -1.802 0.000
C 3.735 -3.365 -1.079 0.000
C 2.763 -3.068 -0.135 -0.001
H 1.795 -3.180 2.667 -0.001
H 0.256 -3.367 1.794 0.000
H 0.325 -2.384 3.259 0.000
H 3.386 -1.327 2.585 -0.001
H 2.240 -0.357 3.525 0.000
H 3.087 0.351 2.130 0.000
H 2.577 0.282 -0.603 -0.004
H 4.400 -0.247 -2.206 0.000
H 5.142 -2.581 -2.488 0.000
H 4.042 -4.389 -1.227 0.000
H 2.334 -3.876 0.438 0.000
```

Entry 4:
One molecule with the formula C17H20N4O3S2. Source: the OMol25 dataset; level of theory: ωB97M-V/def2-TZVPD.

## Properties
LUMO energy in eV: 0.16
Structure (SMILES): CCSCCc1nnc(NC(=O)CN2C(=O)OC[C@H]2c2ccccc2)s1
HOMO energy in eV: -9.0
Relative energy (zero: lowest compared OMol25 entry of this formula, charge and spin) in kcal/mol: 71.9

```
46
Properties=species:S:1:pos:R:3:mulliken_charge:R:1
O 2.744 1.982 -3.192 -0.622
O 2.777 0.005 -0.118 -0.571
N -1.022 -0.774 0.034 -0.026
N -2.176 -1.239 0.705 -0.757
O 3.965 3.230 -1.657 -0.374
S -0.579 -3.324 0.290 -0.180
S -3.615 -6.355 0.591 -0.154
C 2.891 2.449 -2.087 0.509
C 1.720 -0.020 -0.632 0.373
C -0.053 -1.660 -0.240 0.280
C -2.069 -2.574 0.995 0.471
C -0.271 6.828 -0.296 -0.431
C 0.792 6.648 -1.204 -0.577
C -0.525 5.902 0.693 -0.493
C 1.638 5.547 -1.104 -0.477
C 0.298 4.747 0.771 -0.441
C 1.361 4.590 -0.130 0.423
N 1.278 -1.309 -0.671 -0.057
N 1.832 2.507 -1.236 0.240
C 0.982 1.229 -0.952 -0.838
C -1.551 -8.096 0.903 -1.273
C -1.947 -6.684 1.341 -0.014
C -3.614 -4.485 0.317 -0.709
C -3.142 -3.575 1.365 -0.597
C 3.757 3.529 -0.259 -0.533
C 2.192 3.325 -0.096 0.083
H -0.957 7.690 -0.524 0.297
H 1.125 7.370 -1.961 0.322
H -1.360 5.980 1.386 0.382
H 2.464 5.314 -1.748 0.426
H 0.027 3.961 1.535 0.251
H 1.940 -2.021 -0.982 0.271
H 0.283 1.537 -0.156 0.483
H 0.510 1.053 -1.936 0.335
H -0.495 -8.363 1.187 0.331
H -2.197 -8.890 1.226 0.339
H -1.599 -8.075 -0.191 0.341
H -1.209 -5.900 1.049 0.030
H -2.105 -6.560 2.408 0.359
H -3.087 -4.330 -0.639 0.430
H -4.605 -4.189 0.074 0.348
H -2.756 -4.290 2.037 0.375
H -4.051 -3.052 1.730 0.303
H 4.301 2.865 0.448 0.274
H 4.099 4.613 0.009 0.334
H 2.010 2.870 0.914 0.513
```

Entry 5:
One molecule with the formula C3H5NO2. Source: the OMol25 dataset; level of theory: ωB97M-V/def2-TZVPD.

## Properties
LUMO energy in eV: -0.27
HOMO energy in eV: -9.2
Relative energy (zero: lowest compared OMol25 entry of this formula, charge and spin) in kcal/mol: 64.8

```
11
Properties=species:S:1:pos:R:3:mulliken_charge:R:1
C 0.498 -0.006 -1.005 0.186
C -0.759 0.402 -0.470 -0.661
N 0.589 -0.824 1.069 -0.570
C -0.662 -0.441 1.012 0.504
O 1.594 0.723 -1.013 -0.405
O -1.691 -0.586 1.630 -0.582
H 1.540 1.418 -0.337 0.389
H 0.790 -1.262 1.969 0.218
H 0.578 -0.879 -1.643 0.372
H -1.621 -0.002 -0.990 0.278
H -0.856 1.457 -0.221 0.272
```

Entry 6:
An isolated ion of composition C12H12BrFN2O2PS and charge +1. Source: the OMol25 dataset; level of theory: ωB97M-V/def2-TZVPD.

## Properties
LUMO energy in eV: -5.01
Total charge: +1
Structure (SMILES): CCc1cc([PH2]=S)c(CON=O)c2c(F)c[nH+]c(Br)c12
HOMO energy in eV: -11.7

```
32
Properties=species:S:1:pos:R:3:mulliken_charge:R:1
C -2.952 2.464 -0.354 -1.034
C -2.785 1.045 -0.903 -1.846
C -1.443 0.469 -0.538 0.580
C -0.470 0.602 -1.485 -0.426
C 0.854 0.169 -1.312 0.411
P 1.968 0.530 -2.699 0.120
S 2.729 2.304 -2.534 -0.329
C 1.266 -0.407 -0.136 0.731
C 2.716 -0.766 0.046 -1.897
O 2.860 -2.166 -0.208 -0.218
N 4.156 -2.472 -0.871 0.246
O 5.055 -2.173 -0.223 -0.229
C 0.290 -0.615 0.871 0.169
C 0.607 -1.278 2.089 0.230
F 1.819 -1.749 2.314 -0.268
C -0.298 -1.478 3.058 -0.442
N -1.561 -1.024 2.861 -0.070
C -1.972 -0.406 1.762 0.129
Br -3.775 0.035 1.893 -0.100
C -1.075 -0.170 0.693 0.682
H -3.919 2.875 -0.632 0.360
H -2.809 2.523 0.724 0.339
H -2.193 3.100 -0.808 0.365
H -3.608 0.397 -0.640 0.564
H -2.807 1.125 -1.988 0.417
H -0.732 1.078 -2.422 0.373
H 2.869 -0.539 -2.759 0.134
H 1.107 0.370 -3.791 0.111
H 3.065 -0.509 1.042 0.407
H 3.334 -0.182 -0.637 0.747
H -0.066 -1.983 3.981 0.478
H -2.231 -1.168 3.606 0.266
```